# 1
C4H6O2 | ωB97M-V with the def2-TZVPD basis set

```
12
Properties=species:S:1:pos:R:3
O 0.27096 -1.50143 -1.11144
C 0.11210 -0.44461 -0.24075
C -1.10945 -0.06871 0.54408
C -0.47460 0.92088 -0.39399
O 0.62997 1.56464 0.21682
C 1.31235 0.29480 0.33065
H -0.42041 -2.15062 -0.94554
H -2.06120 -0.42213 0.16707
H -1.05782 0.05950 1.62465
H -0.99932 1.40907 -1.20811
H 1.62325 0.07857 1.35903
H 2.17417 0.26004 -0.34247
```

Values from the calculation:
spin multiplicity = 1
total charge = 0

These are the natural (NBO) partial charges, in e, on atoms 1 to 2: -0.679, 0.189

# 2
C4H6O2 | ωB97M-V with the def2-TZVPD basis set

```
12
Properties=species:S:1:pos:R:3
O -1.38976 -0.03157 -1.48579
C -1.40300 -0.64200 -0.44291
C -0.55731 -0.26677 0.75458
C 0.50835 0.74651 0.36864
C 1.45139 0.16977 -0.66534
O 1.51414 -1.00874 -0.92487
H -2.06184 -1.52501 -0.31449
H -0.11043 -1.18026 1.16346
H -1.22545 0.13026 1.53160
H 0.06182 1.66024 -0.03940
H 1.10473 1.05037 1.24036
H 2.10737 0.89719 -1.18584
```

Values from the calculation:
spin multiplicity = 1
SMILES string = O=CCCC=O
total charge = 0

These are the natural (NBO) partial charges, in e, on atoms 1 to 2: -0.529, 0.454

# 3
C4H6O2 | ωB97M-V with the def2-TZVPD basis set

```
12
Properties=species:S:1:pos:R:3
C 1.49258 -1.07282 -0.08594
C 1.14567 0.13658 0.25382
C 0.29915 1.13245 0.45049
O -0.44032 1.32868 1.58403
H 0.64623 -1.61831 -0.52976
H 2.45688 -1.56256 0.00924
H 0.19424 1.95803 -0.24786
H -0.38085 0.52234 2.11751
C -1.33250 -0.19076 -0.87516
O -1.09355 -1.37913 -0.92670
H -1.93640 0.24236 -0.06099
H -1.05112 0.50312 -1.68866
```

Values from the calculation:
spin multiplicity = 1
SMILES string = C=C=CO.C=O
total charge = 0

These are the natural (NBO) partial charges, in e, on atoms 1 to 2: -0.426, -0.049

# 4
C4H6O2 | ωB97M-V with the def2-TZVPD basis set

```
12
Properties=species:S:1:pos:R:3
C -1.76022 0.44144 0.06048
C -0.40204 0.09502 0.61796
O -0.23589 -0.28530 1.75729
C 0.77872 0.22915 -0.33261
C 1.79529 -0.88374 -0.16143
O 2.49743 -1.27398 -1.06035
H -2.09414 -0.39726 -0.56358
H -1.71259 1.32670 -0.58233
H -2.47626 0.59496 0.86959
H 0.48053 0.29633 -1.38314
H 1.28132 1.17403 -0.07706
H 1.84787 -1.31732 0.85518
```

Values from the calculation:
spin multiplicity = 1
SMILES string = CC(=O)CC=O
total charge = 0

These are the natural (NBO) partial charges, in e, on atoms 1 to 2: -0.719, 0.601

Number 1: frontier orbital gap 9.9 eV. Number 2: frontier orbital gap 11.0 eV. Number 3: frontier orbital gap 10.0 eV. Number 4: frontier orbital gap 10.5 eV.